[1]
Molecular formula: CH14O5S
Method: DFT, ωB97M-V with the def2-TZVPD basis set

```
21
Properties=species:S:1:pos:R:3:forces:R:3:mulliken_charge:R:1
C -4.355333 1.127710 -0.007764 0.75 0.77 2.26 -0.6716
S -4.819514 0.511288 -1.557864 -0.38 -0.82 -1.88 -0.2119
H -3.540707 0.659988 0.561716 0.19 -0.06 -0.81 0.2268
H -5.180096 0.848939 0.630646 -0.61 0.13 0.14 0.2633
H -4.258806 2.221387 0.082492 0.09 -0.37 -0.35 0.3101
H -3.685104 0.226232 -2.247901 -0.07 0.34 0.64 0.0875
O 3.670774 1.457843 1.086500 -0.01 0.49 -0.29 -0.6161
H 3.759868 2.296517 1.554230 -0.04 -0.19 -0.05 0.3166
H 3.226212 0.856956 1.687108 0.15 -0.38 0.23 0.3270
O -0.896827 -0.115942 0.052679 0.18 -0.52 0.04 -0.6154
H -0.837947 0.383334 -0.764494 0.07 0.14 -0.08 0.3215
H -1.086156 0.504976 0.754203 -0.06 0.32 0.06 0.3081
O 1.444086 -3.001881 -0.337154 0.19 0.93 -0.28 -0.6244
H 1.911210 -2.744121 -1.144297 0.13 -0.54 -0.09 0.3300
H 1.111689 -2.119231 -0.112972 -0.40 -0.31 0.32 0.2912
O 1.738065 0.035847 -2.257509 -0.13 0.23 0.00 -0.6307
H 2.096010 0.298094 -1.406330 0.19 -0.08 0.35 0.3213
H 1.793468 0.858310 -2.755548 -0.02 -0.12 -0.22 0.2968
O 2.845799 -1.178414 2.142316 0.60 1.51 0.44 -0.6430
H 3.152942 -2.070204 2.034516 -0.48 -0.63 -0.31 0.3171
H 1.910358 -1.057638 2.005420 -0.34 -0.82 -0.13 0.2958
```
Positions in Å, forces in eV/Å.

Results
Net charge ... 0
HOMO ... -0.3350 hartree
Energy above the lowest of the compared OMol25 structures with the same formula, charge and spin ... 99.9 kJ/mol


[2]
Molecular formula: CH23O14
Method: DFT, ωB97M-V with the def2-TZVPD basis set

```
38
Properties=species:S:1:pos:R:3:forces:R:3:mulliken_charge:R:1
C 0.181289 -0.045158 -0.385500 -0.42 1.17 4.80 0.0814
O -0.670711 -0.220158 0.542500 0.15 -0.79 -1.46 -0.3853
O -0.006711 -0.497158 -1.568500 -0.55 -1.69 -2.65 -0.2690
O 1.222289 0.594842 -0.160500 0.59 -0.05 -0.66 -0.2532
H -0.713711 -1.173158 -1.541500 -0.35 0.02 -0.02 0.2933
O -2.349711 -2.282158 1.232500 1.21 -2.70 -1.65 -0.7406
H -2.790711 -1.666158 1.755500 -1.38 1.75 1.59 0.4244
H -1.876711 -1.760158 0.578500 0.23 0.10 0.21 0.3231
O -2.333711 1.728842 0.955500 -1.54 -1.22 -2.03 -0.7572
H -1.652711 1.060842 0.759500 0.33 0.11 0.15 0.3274
H -1.987711 2.307842 1.579500 1.16 1.45 1.78 0.2869
O 1.075289 -0.094158 -4.422500 -0.60 0.45 -1.72 -0.6920
H 0.572289 0.743842 -4.442500 0.59 -0.70 0.70 0.3324
H 1.231289 -0.355158 -3.527500 0.08 0.32 0.82 0.3969
O -3.909711 -0.303158 2.017500 -0.81 -0.02 -0.25 -0.7633
H -3.199711 0.242842 1.639500 -0.09 0.62 0.31 0.3432
H -4.543711 -0.371158 1.286500 0.22 -0.01 0.34 0.3025
O -1.235711 0.044842 3.234500 0.30 0.02 -0.77 -0.5678
H -0.718711 -0.416158 3.867500 0.32 -0.47 1.80 0.2895
H -0.694711 -0.255158 2.485500 -0.57 0.54 -0.85 0.2955
O 0.961289 2.781842 1.464500 -0.70 3.18 1.06 -0.6627
H 1.622289 2.748842 2.139500 0.49 -0.30 0.56 0.2838
H 0.962289 1.979842 1.019500 0.13 -2.64 -1.41 0.3362
O 0.554289 2.106842 -2.272500 -0.47 0.73 -0.89 -0.6434
H 1.057289 1.528842 -1.703500 0.83 -0.10 0.36 0.3827
H -0.336711 1.955842 -1.954500 -0.31 0.25 -0.06 0.3236
O 2.624289 -1.435158 -2.217500 0.36 -0.71 0.33 -0.6239
H 3.068289 -1.888158 -1.493500 0.74 0.06 -0.19 0.3028
H 1.768289 -1.379158 -1.803500 -0.92 0.55 -0.11 0.3001
O 3.659289 1.550842 -0.040500 0.67 0.19 -0.02 -0.6886
H 2.791289 1.141842 0.054500 0.13 -0.02 -0.21 0.4141
H 3.598289 2.364842 0.461500 -0.05 0.11 0.01 0.2761
O 2.371289 -0.348158 2.120500 0.98 0.42 1.67 -0.6601
H 1.762289 -0.171158 1.428500 -0.96 0.30 -1.26 0.1590
H 2.502289 -1.282158 2.156500 0.04 -0.85 -0.03 0.2738
O -1.457711 -2.808158 -1.431500 0.15 0.51 0.33 -0.6033
H -2.324711 -2.970158 -1.808500 0.00 -0.15 -0.12 0.2767
H -0.781711 -3.162158 -2.005500 0.00 -0.42 -0.47 0.2849
```
Positions in Å, forces in eV/Å.

Results
Net charge ... -1
HOMO ... -0.2654 hartree
Energy above the lowest of the compared OMol25 structures with the same formula, charge and spin ... 197.3 kJ/mol